#a
Below is a 2-piece molecular cluster, C4H8N2 overall, with properties calculated with ωB97M-V with the def2-TZVPD basis set.

Each line ends with the Löwdin charge.
CARTESIAN COORDINATES (ANGSTROEM)
C: -1.798 0.772 -0.708  -0.0980
C: -0.602 -0.163 -0.830  -0.2824
N: 0.358 0.102 0.221  -0.1001
C: 1.604 0.068 0.020  -0.0349
C: 1.443 -2.262 1.994  -0.1070
N: 0.605 -1.458 2.213  -0.0264
H: -1.487 1.815 -0.824  0.0728
H: -2.272 0.665 0.274  0.0738
H: -2.542 0.541 -1.474  0.0721
H: -0.931 -1.202 -0.683  0.1218
H: -0.130 -0.100 -1.820  0.1101
H: 0.183 -0.616 1.703  0.0325
H: 2.267 0.121 0.888  0.0758
H: 2.060 -0.088 -0.961  0.0899

Calculated values
LUMO level = 0.02174 Ha
Kohn-Sham gap = 11.1 eV

---

#b
Below is one molecule with the formula C4H8N2, with properties calculated with ωB97M-V with the def2-TZVPD basis set.

Each line ends with the Löwdin charge.
CARTESIAN COORDINATES (ANGSTROEM)
C: 1.366 1.286 0.138  -0.1153
C: 1.143 -0.199 -0.087  -0.4911
C: 2.160 -1.115 0.114  0.0656
C: -0.186 -0.515 -0.195  -0.1557
H: 1.257 1.716 -0.938  0.1049
H: 2.465 1.443 0.272  0.0776
H: 0.806 1.696 0.947  0.0571
H: -1.123 1.387 -0.295  0.1547
H: 1.651 -2.087 -0.027  -0.0322
H: -0.606 -1.569 -0.225  0.1491
H: -3.118 -0.322 -0.681  0.1416
H: -2.390 -0.913 0.964  0.1134
N: -1.164 0.347 -0.245  -0.0620
N: -2.527 -0.075 0.267  -0.0078

Calculated values
LUMO level = 0.00310 Ha
Kohn-Sham gap = 7.7 eV

---

Most stable: #a

---

#a
Below is C4H8N2 as an isolated structure, with properties calculated with ωB97M-V with the def2-TZVPD basis set.

Each line ends with the Löwdin charge.
CARTESIAN COORDINATES (ANGSTROEM)
N: -0.431 0.695 -1.078  -0.0419
N: 0.223 -0.222 -1.846  0.0104
C: 0.029 1.464 -0.253  -0.2274
C: -1.750 -1.663 0.310  -0.0219
C: 0.320 2.349 0.649  -0.0130
C: -1.007 -2.192 1.081  -0.0269
H: -0.310 -0.413 -2.683  0.0816
H: 1.206 -0.036 -2.031  0.0899
H: 2.155 -0.818 1.330  0.0418
H: -2.388 -1.180 -0.364  0.0066
H: 0.491 3.389 0.394  0.0486
H: 1.433 -0.784 1.040  0.0051
H: 0.393 2.077 1.692  0.0460
H: -0.364 -2.665 1.759  0.0011

Calculated values
LUMO level = 0.03701 Ha
Kohn-Sham gap = 10.0 eV

---

#b
Below is one molecule with the formula C4H8N2, with properties calculated with ωB97M-V with the def2-TZVPD basis set.

Each line ends with the Löwdin charge.
CARTESIAN COORDINATES (ANGSTROEM)
C: 2.080 0.038 0.076  -0.1046
N: 0.661 0.041 -0.133  -0.2867
C: -0.204 1.203 -0.071  -0.1284
C: -1.664 0.490 0.108  -0.1200
C: -1.201 -0.939 -0.027  -0.1984
N: 0.058 -1.191 -0.031  0.0721
H: 2.405 0.488 1.035  0.0656
H: 2.321 -1.052 0.262  0.0880
H: 2.759 0.499 -0.747  0.0971
H: -0.220 1.704 -1.062  0.1114
H: 0.000 1.884 0.756  0.1028
H: -2.323 0.823 -0.690  0.0818
H: -2.218 0.773 1.105  0.1303
H: -1.818 -1.822 -0.028  0.0890

Calculated values
SMILES string = CN1CCC=N1
LUMO level = 0.03831 Ha
Kohn-Sham gap = 8.7 eV

---

#c
Below is a 2-piece molecular cluster, C4H8N2 overall, with properties calculated with ωB97M-V with the def2-TZVPD basis set.

Each line ends with the Löwdin charge.
CARTESIAN COORDINATES (ANGSTROEM)
C: -0.784 -0.654 1.763  -0.0904
C: -0.007 -0.838 0.467  -0.2581
N: -0.192 0.304 -0.411  -0.0908
C: -0.368 0.208 -1.659  -0.0050
C: 2.120 1.613 -1.687  -0.1679
N: 1.572 1.999 -0.710  -0.0909
H: -1.859 -0.608 1.565  0.0747
H: -0.484 0.272 2.265  0.0772
H: -0.589 -1.489 2.441  0.0746
H: 1.072 -0.882 0.673  0.1261
H: -0.291 -1.762 -0.050  0.1135
H: 0.600 1.452 -0.230  0.0597
H: -0.325 1.128 -2.248  0.0791
H: -0.465 -0.743 -2.180  0.0980

Calculated values
LUMO level = 0.00801 Ha
Kohn-Sham gap = 10.5 eV

---

#d
Below is one molecule with the formula C4H8N2, with properties calculated with ωB97M-V with the def2-TZVPD basis set.

Each line ends with the Löwdin charge.
CARTESIAN COORDINATES (ANGSTROEM)
C: -0.633 -1.463 0.339  -0.0884
N: -0.122 -0.222 -0.183  -0.3027
C: 1.103 -0.194 -0.942  -0.0841
C: -0.727 1.031 0.138  -0.1987
C: 0.142 1.865 1.015  -0.1986
N: 0.877 2.466 1.676  0.1337
H: -1.080 -2.096 -0.444  0.0813
H: -1.410 -1.261 1.083  0.0817
H: 0.149 -2.051 0.839  0.0829
H: 1.761 0.616 -0.591  0.0800
H: 0.932 -0.051 -2.023  0.0837
H: 1.643 -1.136 -0.805  0.0850
H: -1.677 0.867 0.657  0.1201
H: -0.960 1.629 -0.760  0.1242

Calculated values
SMILES string = CN(C)CC#N
LUMO level = 0.02795 Ha
Kohn-Sham gap = 9.4 eV

---

Most stable: #d

---

#a
Below is a 2-piece molecular cluster, C4H8N2 overall, with properties calculated with ωB97M-V with the def2-TZVPD basis set.

Each line ends with the Löwdin charge.
CARTESIAN COORDINATES (ANGSTROEM)
C: -1.461 -1.979 0.431  -0.2672
C: -0.826 1.425 0.963  -0.1516
C: 0.058 0.531 0.076  -0.0598
C: -0.077 -1.747 0.646  -0.2431
N: -2.619 -2.013 0.348  0.1317
N: 0.942 -2.544 0.035  0.0346
H: -0.280 1.999 1.776  0.0802
H: -1.163 2.179 0.194  0.0832
H: -1.546 0.852 1.497  0.0427
H: 1.147 0.403 0.206  0.0541
H: -0.313 0.529 -0.908  0.0326
H: 0.061 -1.419 1.653  0.0967
H: 1.899 -2.134 0.321  0.1237
H: 0.921 -2.657 -0.924  0.0421

Calculated values
LUMO level (spin up / spin down) = 0.01259 / 0.01256 Ha
Kohn-Sham gap (spin up / spin down) = 8.3 / 8.3 eV

---

#b
Below is one molecule with the formula C4H8N2, with properties calculated with ωB97M-V with the def2-TZVPD basis set.

Each line ends with the Löwdin charge.
CARTESIAN COORDINATES (ANGSTROEM)
C: -0.951 1.240 -0.370  -0.1095
C: -0.425 0.165 0.507  -0.4441
C: 1.516 -0.511 -0.479  -0.0264
N: 0.075 -0.984 -0.276  0.0066
C: -0.823 -0.114 1.791  -0.3234
N: -1.107 -0.352 2.904  0.0655
H: -1.939 0.994 -0.791  0.0695
H: -0.290 1.480 -1.222  0.0651
H: -1.041 2.153 0.220  0.0830
H: 2.015 -1.084 -1.251  0.0752
H: 2.003 -0.613 0.499  0.1065
H: 1.554 0.564 -0.712  0.0889
H: 0.051 -1.856 0.267  0.1669
H: -0.562 -1.196 -1.079  0.1761

Calculated values
LUMO level = 0.01052 Ha
Kohn-Sham gap = 6.9 eV

---

Most stable: #b

---

#a
Below is one molecule with the formula C4H8N2, with properties calculated with ωB97M-V with the def2-TZVPD basis set.

Each line ends with the Löwdin charge.
CARTESIAN COORDINATES (ANGSTROEM)
H: 1.012 0.407 -1.742  0.0552
N: 0.725 -0.544 -1.480  0.1462
C: -0.172 -0.638 -0.546  -0.4381
C: -0.525 -1.930 0.115  -0.0484
C: -1.012 0.554 -0.265  -0.1394
N: -0.498 1.665 0.156  -0.0173
C: 0.830 1.667 0.751  -0.1463
H: 0.300 -2.642 0.022  0.0810
H: -0.731 -1.763 1.175  0.0821
H: -1.413 -2.353 -0.361  0.0844
H: -2.063 0.498 -0.584  0.1168
H: 0.892 2.495 1.465  0.0709
H: 1.591 1.827 -0.018  0.0742
H: 1.064 0.756 1.314  0.0788

Calculated values
SMILES string = [H]/N=C(C)\C=N/C
LUMO level = 0.02661 Ha
Kohn-Sham gap = 10.0 eV

---

#b
Below is one molecule with the formula C4H8N2, with properties calculated with ωB97M-V with the def2-TZVPD basis set.

Each line ends with the Löwdin charge.
CARTESIAN COORDINATES (ANGSTROEM)
C: -0.167 -0.465 1.979  -0.1132
C: -0.312 0.664 0.927  -0.4544
C: -1.186 1.807 1.200  0.0775
C: 0.038 0.467 -0.404  -0.1154
H: -0.433 -1.450 1.539  0.0490
H: -0.813 -0.293 2.952  0.1076
H: 0.946 -0.574 2.219  0.0833
H: 0.465 -1.476 -0.454  0.1188
H: -0.882 2.477 0.296  -0.0190
H: 0.020 1.349 -1.134  0.1390
H: -0.197 -0.564 -2.967  0.1229
H: 1.454 -0.359 -2.727  0.0878
N: 0.414 -0.662 -1.032  -0.0951
N: 0.652 -0.922 -2.394  0.0113

Calculated values
LUMO level = 0.01043 Ha
Kohn-Sham gap = 8.2 eV

---

#c
Below is one molecule with the formula C4H8N2, with properties calculated with ωB97M-V with the def2-TZVPD basis set.

Each line ends with the Löwdin charge.
CARTESIAN COORDINATES (ANGSTROEM)
C: -1.318 0.989 0.425  -0.0945
C: -0.034 1.012 -0.511  -0.2163
C: 0.957 -0.021 -0.107  -0.4882
C: 0.310 -1.729 -0.038  0.0227
N: 2.319 -0.004 -0.332  0.1054
N: 2.028 0.259 0.838  0.1534
H: -1.405 -0.073 0.702  0.0484
H: -2.247 1.425 0.101  0.0548
H: -1.063 1.560 1.365  0.0831
H: 0.280 2.034 -0.666  0.0868
H: -0.434 0.753 -1.623  0.1479
H: 0.903 -2.395 -0.599  0.0272
H: -0.662 -1.954 -0.517  0.0643
H: 0.366 -1.857 0.964  0.0052

Calculated values
SMILES string = CCC1(C)N=N1
LUMO level = 0.02334 Ha
Kohn-Sham gap = 10.6 eV

---

#d
Below is a 2-piece molecular cluster, C4H8N2 overall, with properties calculated with ωB97M-V with the def2-TZVPD basis set.

Each line ends with the Löwdin charge.
CARTESIAN COORDINATES (ANGSTROEM)
C: -2.224 -0.159 -0.304  -0.0309
C: -3.331 0.319 0.399  -0.0742
C: -0.209 -1.101 -0.548  0.0267
C: 2.698 0.561 0.503  -0.1374
N: 0.524 -0.274 0.009  -0.0355
N: 1.858 -0.440 -0.092  -0.1791
H: -2.230 0.099 -1.292  -0.0365
H: -3.910 0.935 -0.142  -0.0203
H: -3.434 0.090 1.484  0.0453
H: -0.522 -1.822 -1.223  0.0436
H: 3.667 0.277 1.110  0.1091
H: 2.870 1.437 -0.215  0.0800
H: 1.902 1.086 1.094  0.0777
H: 2.341 -1.010 -0.783  0.1314

Calculated values
LUMO level = 0.02415 Ha
Kohn-Sham gap = 9.3 eV

---

Most stable: #a